# 1
{
  "formula": "C7H18ClIInN2O2P",
  "method": "ωB97M-V with the def2-TZVPD basis set",
  "energy_ev": -49698.979,
  "e_homo_ev": -15.98,
  "max_force_ha_per_bohr": 0.059,
  "charge": 2,
  "species": ["C", "I", "H", "H", "H", "In", "P", "C", "C", "H", "H", "H", "C", "H", "H", "H", "H", "H", "H", "C", "O", "Cl", "C", "N", "C", "N", "O", "H", "H", "H", "H", "H", "H"],
  "coordinates": [[-3.46, 3.76, 0.21], [-2.52, 2.06, 1.27], [-3.04, 3.95, -0.77], [-3.36, 4.62, 0.86], [-4.52, 3.51, 0.14], [-0.21, 0.82, -0.02], [-1.35, -1.24, -0.80], [-2.37, -2.12, 0.41], [-2.53, -0.71, -2.08], [0.35, -2.04, -2.32], [-0.97, -3.24, -2.11], [0.27, -3.03, -0.83], [-0.33, -2.51, -1.60], [-2.00, -0.14, -2.86], [-3.00, -1.61, -2.51], [-2.94, -2.90, -0.11], [-3.06, -1.42, 0.91], [-3.31, -0.06, -1.63], [-1.72, -2.58, 1.17], [-0.47, -0.02, 2.51], [-0.81, 0.13, 3.59], [0.46, 2.13, -1.93], [4.31, -1.21, 1.42], [4.11, 0.13, 0.89], [2.97, 0.71, 0.48], [3.11, 2.02, 0.10], [1.86, 0.09, 0.50], [3.39, -1.82, 1.48], [4.74, -1.10, 2.43], [5.05, -1.72, 0.79], [4.88, 0.78, 0.94], [2.39, 2.50, -0.44], [4.09, 2.26, -0.07]],
  "lowdin_charge": [-0.351, 1.043, 0.031, 0.026, 0.024, 0.233, 0.708, -0.228, -0.229, 0.072, 0.083, 0.071, -0.209, 0.063, 0.081, 0.085, 0.052, 0.058, 0.065, -0.053, 0.136, 0.094, -0.028, 0.038, -0.532, 0.176, -0.131, 0.092, 0.105, 0.102, 0.156, 0.035, 0.129]
}

***

# 2
{
  "formula": "C7H18N2O",
  "method": "ωB97M-V with the def2-TZVPD basis set",
  "e_above_lowest_kcal_mol": 124.2,
  "energy_ev": -12573.942,
  "e_homo_ev": -7.59,
  "max_force_ha_per_bohr": 0.065,
  "charge": 0,
  "species": ["C", "C", "C", "C", "N", "H", "H", "H", "H", "H", "H", "H", "H", "H", "H", "H", "C", "C", "C", "O", "N", "H", "H", "H", "H", "H", "H", "H"],
  "coordinates": [[-0.73, -1.29, -0.76], [1.78, 0.19, -1.32], [1.50, -0.69, 0.94], [-0.06, -2.32, -1.60], [0.84, -0.11, -0.23], [-1.28, -1.71, 0.08], [-1.22, -0.48, -1.29], [0.75, -0.90, 1.70], [1.24, 0.70, -2.12], [2.60, 0.83, -0.98], [2.23, -0.73, -1.69], [2.04, -1.60, 0.67], [2.27, 0.00, 1.32], [0.59, -1.92, -2.38], [-0.85, -2.87, -2.12], [0.49, -3.05, -1.00], [-2.64, 0.23, 1.01], [0.48, 2.07, 1.46], [-0.02, 1.29, 0.27], [-1.29, 0.11, 1.30], [-0.61, 1.84, -0.72], [-0.77, 2.83, -0.56], [-3.04, -0.69, 0.53], [-2.85, 1.06, 0.31], [-3.25, 0.38, 1.91], [1.50, 2.41, 1.28], [-0.15, 2.95, 1.63], [0.47, 1.47, 2.37]],
  "lowdin_charge": [0.042, -0.078, -0.083, -0.114, -0.169, 0.082, 0.086, 0.088, 0.086, 0.098, 0.080, 0.087, 0.091, 0.062, 0.093, 0.081, -0.280, -0.042, -0.407, -0.354, 0.082, 0.051, 0.054, 0.063, 0.065, 0.078, 0.087, 0.071]
}

***

# 3
{
  "formula": "C7H18N2S",
  "method": "ωB97M-V with the def2-TZVPD basis set",
  "e_above_lowest_kcal_mol": 0.0,
  "energy_ev": -21347.131,
  "e_homo_ev": -17.43,
  "max_force_ha_per_bohr": 0.097,
  "charge": 2,
  "species": ["C", "C", "C", "C", "C", "C", "C", "N", "N", "S", "H", "H", "H", "H", "H", "H", "H", "H", "H", "H", "H", "H", "H", "H", "H", "H", "H", "H"],
  "coordinates": [[0.02, 0.14, 0.68], [2.95, 1.85, -0.20], [-0.73, -0.59, 2.93], [-1.26, -1.91, 1.03], [-1.08, -0.80, -2.95], [0.21, -0.48, -0.86], [1.43, 2.47, -0.16], [-0.60, -0.70, 1.50], [-1.07, -0.30, -1.61], [0.34, 1.73, 1.11], [3.00, 0.93, 0.27], [3.28, 1.85, -1.30], [3.66, 2.56, 0.24], [-1.91, -0.53, 3.10], [-0.37, 0.37, 3.20], [-0.30, -1.44, 3.33], [-0.55, -2.84, 1.03], [-1.83, -1.93, 0.06], [-2.16, -2.12, 1.82], [-0.93, -1.80, -3.15], [-2.06, -0.59, -3.45], [-0.36, -0.30, -3.60], [0.45, -1.63, -0.87], [1.05, -0.06, -1.38], [0.92, 2.67, -1.09], [1.55, 3.51, 0.27], [-1.30, 0.71, -1.68], [-1.85, -0.88, -1.20]],
  "lowdin_charge": [-0.443, -0.080, 0.001, -0.039, -0.023, -0.031, -0.428, -0.230, -0.018, 1.113, 0.030, 0.114, 0.082, 0.171, 0.064, 0.097, 0.158, 0.087, 0.168, 0.091, 0.151, 0.129, 0.183, 0.113, 0.067, 0.103, 0.203, 0.170]
}

***

# 4
{
  "formula": "C7H18N2Si2",
  "method": "ωB97M-V with the def2-TZVPD basis set",
  "e_above_lowest_kcal_mol": 31.9,
  "energy_ev": -26287.236,
  "e_homo_ev": -8.23,
  "max_force_ha_per_bohr": 0.096,
  "charge": 0,
  "species": ["C", "C", "C", "C", "C", "C", "C", "N", "N", "Si", "Si", "H", "H", "H", "H", "H", "H", "H", "H", "H", "H", "H", "H", "H", "H", "H", "H", "H", "H"],
  "coordinates": [[-2.85, 1.22, -1.13], [-1.63, 1.57, -1.53], [1.33, -1.11, -1.98], [-0.93, 1.09, 2.00], [1.27, 2.42, -0.85], [1.62, -1.60, 1.82], [-1.13, -2.46, 0.50], [0.65, -0.49, -0.96], [-0.46, 0.42, 0.91], [-0.08, 1.03, -0.65], [0.21, -1.15, 0.63], [-3.69, 1.68, -1.62], [-3.00, 0.92, -0.15], [-1.46, 2.25, -2.46], [1.56, -0.34, -2.67], [2.21, -1.66, -1.66], [0.76, -1.85, -2.63], [-2.04, 1.29, 1.90], [-0.78, 0.51, 3.02], [-0.53, 2.17, 2.02], [1.90, 2.38, -0.03], [1.81, 2.14, -1.66], [0.88, 3.35, -1.01], [2.38, -0.93, 2.01], [1.11, -1.57, 2.89], [1.87, -2.56, 1.57], [-1.17, -3.09, 1.38], [-2.16, -1.99, 0.28], [-0.74, -3.20, -0.39]],
  "lowdin_charge": [-0.059, -0.204, -0.219, -0.226, -0.105, -0.134, -0.169, -0.249, -0.282, 0.439, 0.406, 0.047, 0.014, 0.089, 0.059, 0.073, 0.091, 0.064, 0.111, 0.092, 0.005, -0.021, -0.010, -0.005, 0.080, -0.019, -0.007, 0.054, 0.085]
}

***

# 5
{
  "formula": "C7H18N3O3P",
  "method": "ωB97M-V with the def2-TZVPD basis set",
  "e_above_lowest_kcal_mol": 25.2,
  "energy_ev": -27451.016,
  "e_homo_ev": -8.03,
  "max_force_ha_per_bohr": 0.095,
  "charge": 0,
  "species": ["C", "C", "C", "C", "C", "C", "C", "N", "N", "N", "O", "O", "O", "P", "H", "H", "H", "H", "H", "H", "H", "H", "H", "H", "H", "H", "H", "H", "H", "H", "H", "H"],
  "coordinates": [[-3.53, -0.56, -1.17], [2.90, 0.05, -1.69], [2.82, 1.35, 0.39], [-0.60, -2.09, 1.07], [1.13, -0.81, 2.25], [-3.07, 0.47, -0.12], [-1.01, 1.78, 0.01], [2.18, 0.55, -0.53], [0.36, -1.01, 1.06], [-2.14, 1.47, -0.73], [-4.61, -1.07, -1.11], [-2.74, -0.78, -2.16], [0.00, -0.57, -1.49], [0.51, 0.04, -0.25], [3.82, 0.73, -1.90], [3.14, -1.05, -1.43], [2.30, -0.08, -2.64], [2.07, 1.73, 1.14], [3.65, 0.79, 0.79], [3.32, 2.30, -0.08], [-0.80, -2.30, 0.00], [-0.19, -2.98, 1.53], [-1.46, -1.79, 1.70], [0.31, -0.51, 2.97], [1.49, -1.77, 2.45], [1.95, -0.20, 2.34], [-2.42, -0.04, 0.67], [-3.97, 1.02, 0.32], [-0.43, 2.61, -0.55], [-1.21, 2.02, 1.08], [-1.76, -0.54, -2.17], [-2.03, 1.23, -1.77]],
  "lowdin_charge": [-0.584, -0.126, -0.216, -0.103, -0.113, -0.089, -0.192, -0.381, -0.376, -0.141, 0.107, 0.108, -0.352, 0.761, 0.108, 0.099, 0.081, 0.087, 0.074, 0.110, 0.090, 0.079, 0.084, 0.111, 0.068, 0.038, 0.107, 0.145, 0.094, 0.084, 0.095, 0.141]
}

***

# 6
{
  "formula": "C7H18N3OP2",
  "method": "ωB97M-V with the def2-TZVPD basis set",
  "e_above_lowest_kcal_mol": 54.5,
  "energy_ev": -32637.326,
  "e_homo_ev": [-12.93, -12.93],
  "max_force_ha_per_bohr": 0.116,
  "charge": 1,
  "species": ["C", "C", "C", "C", "C", "C", "C", "N", "N", "N", "O", "P", "P", "H", "H", "H", "H", "H", "H", "H", "H", "H", "H", "H", "H", "H", "H", "H", "H", "H", "H"],
  "coordinates": [[-1.10, -1.48, 0.37], [-3.08, -0.56, 1.62], [1.18, -2.37, -0.04], [-1.02, 0.15, -2.27], [0.92, 1.62, -2.56], [0.37, 1.36, 2.75], [2.43, 0.68, 0.07], [-1.72, -0.56, 1.02], [0.33, -1.19, 0.28], [0.36, 0.56, -1.83], [-1.55, -2.51, 0.09], [-0.54, 1.63, 1.18], [0.66, 0.37, -0.17], [-3.77, -0.50, 0.82], [-3.35, -1.29, 2.30], [-3.14, 0.46, 2.16], [1.20, -3.08, 0.84], [0.79, -3.00, -0.82], [2.19, -2.09, -0.47], [-1.82, 0.63, -1.69], [-1.16, 0.43, -3.29], [-1.24, -0.87, -2.01], [0.48, 1.63, -3.58], [0.85, 2.61, -2.24], [1.94, 1.23, -2.65], [1.11, 2.14, 2.77], [0.73, 0.40, 2.93], [-0.18, 1.61, 3.65], [2.42, -0.03, 0.91], [2.63, 1.68, 0.50], [3.10, 0.36, -0.63]],
  "lowdin_charge": [-0.753, -0.057, -0.046, -0.053, -0.136, -0.359, -0.144, -0.034, -0.211, -0.351, 0.156, 0.995, 0.698, 0.069, 0.062, 0.097, 0.117, 0.076, 0.108, 0.079, 0.084, 0.070, 0.106, 0.074, 0.097, 0.036, 0.017, 0.049, 0.050, 0.078, 0.027]
}

***

# 7
{
  "formula": "C7H18N4",
  "method": "ωB97M-V with the def2-TZVPD basis set",
  "e_above_lowest_kcal_mol": 35.2,
  "energy_ev": -13493.684,
  "e_homo_ev": [-14.79, -14.77],
  "max_force_ha_per_bohr": 0.016,
  "charge": 2,
  "species": ["C", "C", "C", "C", "C", "C", "C", "N", "N", "N", "N", "H", "H", "H", "H", "H", "H", "H", "H", "H", "H", "H", "H", "H", "H", "H", "H", "H", "H"],
  "coordinates": [[0.54, 1.13, -1.75], [-1.80, 0.95, -0.74], [1.61, 0.54, 0.52], [-0.71, 0.45, 1.54], [1.10, 0.13, -0.81], [-1.35, -0.01, 0.29], [0.90, -1.40, 1.89], [1.41, -1.12, -1.30], [-1.76, -1.33, 0.19], [-0.94, 0.89, -2.00], [0.76, 0.05, 1.68], [0.63, 2.15, -1.36], [1.02, 1.08, -2.73], [-2.82, 0.74, -1.07], [-1.74, 1.98, -0.38], [2.61, 0.14, 0.70], [1.65, 1.63, 0.60], [-0.74, 1.54, 1.61], [-1.20, 0.03, 2.42], [1.95, -1.65, 2.06], [0.34, -1.70, 2.78], [0.53, -1.94, 1.03], [1.41, -1.24, -2.31], [2.15, -1.65, -0.85], [-1.86, -1.85, 1.05], [-2.48, -1.55, -0.48], [-1.29, 1.56, -2.70], [-1.04, -0.05, -2.40], [1.11, 0.51, 2.53]],
  "lowdin_charge": [-0.070, -0.062, -0.056, -0.055, -0.295, -0.295, 0.008, 0.155, 0.152, 0.078, -0.115, 0.145, 0.151, 0.149, 0.145, 0.150, 0.147, 0.146, 0.150, 0.120, 0.120, 0.087, 0.120, 0.119, 0.118, 0.120, 0.193, 0.180, 0.194]
}

***

# 8
{
  "formula": "C7H18N4P",
  "method": "ωB97M-V with the def2-TZVPD basis set",
  "e_above_lowest_kcal_mol": 79.9,
  "energy_ev": -22787.528,
  "e_homo_ev": [-13.74, -13.03],
  "max_force_ha_per_bohr": 0.093,
  "charge": 1,
  "species": ["C", "C", "C", "C", "C", "C", "C", "N", "N", "N", "N", "P", "H", "H", "H", "H", "H", "H", "H", "H", "H", "H", "H", "H", "H", "H", "H", "H", "H", "H"],
  "coordinates": [[3.03, 0.34, 1.73], [-0.77, -1.98, -1.43], [1.05, -0.59, -2.51], [-0.71, 1.90, -1.21], [0.87, 2.41, 0.66], [-0.42, -2.11, 1.75], [-1.68, 0.07, 1.79], [3.92, 0.86, 2.25], [0.22, -0.91, -1.33], [0.10, 1.44, -0.14], [-0.66, -0.73, 1.15], [0.52, -0.16, 0.16], [-1.60, -1.67, -0.94], [-1.10, -2.20, -2.52], [-0.25, -2.84, -1.04], [1.59, -1.45, -3.03], [0.29, 0.00, -3.20], [1.87, 0.19, -2.17], [-1.34, 2.72, -0.89], [0.07, 2.21, -1.93], [-1.24, 1.14, -1.63], [1.87, 2.52, 0.38], [0.43, 3.49, 0.54], [0.86, 1.95, 1.62], [-1.24, -2.84, 1.72], [0.47, -2.67, 1.38], [-0.34, -1.81, 2.83], [-1.19, 0.58, 2.61], [-2.09, 0.63, 1.09], [-2.54, -0.50, 2.29]],
  "lowdin_charge": [-0.235, -0.071, -0.091, -0.078, -0.093, -0.063, -0.065, -0.031, -0.348, -0.340, -0.340, 1.018, 0.044, 0.147, 0.092, 0.121, 0.128, 0.114, 0.110, 0.109, 0.053, 0.056, 0.151, 0.037, 0.095, 0.099, 0.103, 0.101, 0.030, 0.148]
}